(1)
{"formula": "C32H51FN2O6P", "method": "wB97M-V/def2-TZVPD", "orbital_gap_ev": 7.49, "lumo_ha": -0.0834, "total_charge": 1, "symbols": ["C", "C", "C", "O", "O", "C", "C", "C", "C", "C", "C", "C", "C", "F", "C", "P", "C", "C", "C", "C", "C", "C", "C", "O", "N", "O", "C", "C", "C", "O", "C", "O", "H", "H", "H", "H", "H", "H", "H", "H", "H", "H", "H", "H", "H", "H", "H", "H", "H", "H", "H", "H", "H", "H", "H", "H", "H", "H", "H", "H", "H", "H", "H", "C", "C", "C", "C", "N", "C", "C", "C", "C", "C", "H", "H", "H", "H", "H", "H", "H", "H", "H", "H", "H", "H", "H", "H", "H", "H", "H", "H", "H", "H"], "coordinates": [[3.913, 4.325, -2.360], [3.684, 3.191, -3.055], [2.616, 2.289, -2.542], [1.457, 2.441, -2.800], [3.053, 1.311, -1.712], [2.770, -0.018, -2.181], [2.038, -0.816, -1.112], [0.606, -0.301, -0.944], [0.027, -0.636, 0.430], [-0.383, -2.109, 0.598], [-1.810, -2.412, 0.140], [-2.093, -2.403, -1.351], [-1.234, -2.858, -2.346], [-0.028, -3.365, -1.997], [-1.529, -2.854, -3.714], [-0.308, -3.493, -4.918], [1.171, -2.431, -4.629], [-0.940, -3.098, -6.618], [-0.636, -1.642, -7.018], [-2.777, -2.380, -4.134], [-3.656, -1.942, -3.162], [-3.329, -1.933, -1.814], [-4.489, -1.360, -1.048], [-4.722, -1.430, 0.114], [-5.287, -0.693, -2.039], [-4.904, 0.655, -2.242], [-5.968, 1.379, -2.844], [-5.739, 2.868, -2.574], [-5.924, 3.169, -1.086], [-4.405, 3.196, -2.956], [-5.059, -1.419, -3.272], [-5.854, -1.594, -4.131], [4.922, 4.613, -2.095], [3.055, 4.908, -2.043], [4.189, 2.928, -3.979], [2.113, 0.025, -3.049], [3.686, -0.511, -2.500], [2.605, -0.671, -0.189], [2.028, -1.870, -1.386], [0.691, 0.786, -0.989], [-0.034, -0.582, -1.777], [-0.766, 0.042, 0.748], [0.851, -0.497, 1.142], [-0.379, -2.288, 1.679], [0.370, -2.780, 0.196], [-2.188, -3.346, 0.556], [-2.439, -1.638, 0.571], [0.855, -1.389, -4.536], [1.656, -2.713, -3.703], [1.840, -2.475, -5.484], [-0.404, -3.781, -7.270], [-2.011, -3.267, -6.650], [-1.098, -1.438, -7.985], [0.433, -1.490, -7.136], [-1.049, -0.942, -6.295], [-3.069, -2.362, -5.172], [-6.937, 1.045, -2.480], [-5.970, 1.237, -3.931], [-6.440, 3.412, -3.211], [-6.501, 4.074, -0.927], [-6.460, 2.336, -0.638], [-4.946, 3.200, -0.615], [-4.232, 2.792, -3.812], [1.829, 2.639, 7.633], [2.344, 1.204, 7.544], [3.643, 1.060, 6.744], [3.633, 1.462, 5.278], [2.906, 0.554, 4.312], [3.229, -0.917, 4.490], [2.085, -1.499, 5.298], [0.868, -0.707, 4.822], [1.389, 0.676, 4.429], [3.334, 0.965, 2.932], [1.582, 3.055, 6.653], [0.925, 2.676, 8.238], [2.569, 3.292, 8.099], [1.555, 0.560, 7.150], [2.538, 0.844, 8.556], [4.029, 0.045, 6.855], [4.392, 1.696, 7.223], [4.665, 1.485, 4.928], [3.219, 2.460, 5.138], [3.254, -1.365, 3.499], [4.208, -1.018, 4.951], [2.252, -1.371, 6.366], [1.970, -2.566, 5.124], [0.097, -0.644, 5.588], [0.417, -1.189, 3.954], [1.150, 1.443, 5.159], [0.985, 0.988, 3.469], [4.401, 0.784, 2.840], [3.109, 2.020, 2.800], [2.787, 0.369, 2.205]]}


(2)
{"formula": "C32H51IrN4O2P2", "method": "wB97M-V/def2-TZVPD", "multiplicity": 6, "orbital_gap_ev": [6.23, 4.37], "lumo_ha": [-0.2918, -0.4574], "total_charge": 3, "relative_energy_ev": 0.598, "symbols": ["C", "C", "C", "C", "C", "H", "H", "H", "N", "P", "P", "C", "H", "H", "C", "O", "C", "H", "C", "C", "C", "C", "C", "H", "H", "H", "C", "H", "H", "H", "C", "H", "H", "H", "C", "H", "H", "H", "C", "H", "H", "H", "C", "H", "H", "H", "C", "H", "H", "H", "C", "H", "H", "H", "C", "H", "H", "H", "C", "H", "H", "H", "C", "H", "H", "H", "C", "H", "H", "H", "Ir", "N", "C", "C", "C", "C", "C", "H", "C", "H", "C", "H", "H", "H", "N", "C", "N", "O", "H", "H", "H", "H"], "coordinates": [[0.995, 1.839, 1.873], [-1.356, 1.582, 1.935], [0.944, 2.846, 2.836], [-1.420, 2.469, 3.047], [-0.275, 3.112, 3.469], [1.867, 3.361, 3.088], [-2.396, 2.628, 3.501], [-0.302, 3.819, 4.296], [-0.116, 1.209, 1.485], [2.093, -0.409, 0.806], [-2.368, 0.075, -0.213], [2.273, 1.404, 1.186], [2.408, 1.961, 0.246], [3.148, 1.621, 1.807], [-0.045, -1.750, -1.248], [-0.061, -2.622, -2.029], [-2.453, 1.104, 1.219], [-3.437, 1.280, 1.667], [-3.166, 1.283, -1.458], [-3.457, -1.459, 0.038], [3.488, -0.749, -0.380], [2.350, -1.176, 2.517], [-2.658, 0.929, -2.858], [-2.894, -0.106, -3.136], [-3.151, 1.601, -3.575], [-1.576, 1.076, -2.940], [-4.699, 1.231, -1.413], [-5.118, 0.273, -1.735], [-5.082, 1.484, -0.416], [-5.074, 2.000, -2.105], [-2.804, 2.735, -1.114], [-3.228, 3.390, -1.889], [-3.209, 3.036, -0.142], [-1.727, 2.902, -1.099], [-3.680, -2.111, -1.341], [-2.728, -2.364, -1.828], [-4.237, -3.047, -1.192], [-4.264, -1.482, -2.023], [-2.731, -2.453, 0.957], [-1.729, -2.705, 0.591], [-2.635, -2.060, 1.977], [-3.317, -3.385, 0.999], [-4.791, -1.143, 0.721], [-5.430, -0.462, 0.158], [-5.341, -2.091, 0.823], [-4.636, -0.724, 1.722], [2.909, -2.595, 2.373], [2.982, -3.029, 3.382], [2.214, -3.218, 1.791], [3.913, -2.621, 1.931], [0.983, -1.279, 3.212], [0.547, -0.292, 3.401], [0.290, -1.875, 2.605], [1.125, -1.784, 4.178], [3.289, -0.337, 3.400], [3.482, -0.913, 4.316], [4.260, -0.140, 2.929], [2.834, 0.614, 3.705], [3.333, 0.149, -1.618], [3.400, 1.216, -1.377], [4.145, -0.090, -2.319], [2.381, -0.038, -2.129], [3.409, -2.212, -0.845], [2.443, -2.431, -1.314], [4.203, -2.370, -1.588], [3.563, -2.923, -0.030], [4.837, -0.463, 0.290], [4.923, 0.580, 0.624], [5.048, -1.124, 1.138], [5.624, -0.635, -0.458], [-0.076, -0.373, -0.041], [0.190, 1.179, -1.081], [0.254, 2.232, -1.588], [0.654, 3.259, -2.501], [1.365, 2.931, -3.679], [0.338, 4.609, -2.246], [1.704, 3.926, -4.599], [1.632, 1.886, -3.859], [0.670, 5.593, -3.179], [-0.166, 4.858, -1.308], [1.344, 5.256, -4.359], [2.248, 3.658, -5.508], [0.398, 6.630, -2.978], [1.593, 6.032, -5.086], [-0.506, -5.465, -0.378], [0.080, -4.975, 0.765], [0.338, -5.930, 1.719], [0.352, -3.774, 0.912], [-0.429, -6.456, -0.557], [-0.486, -4.839, -1.175], [0.550, -5.568, 2.638], [-0.158, -6.809, 1.662]]}


(3)
{"formula": "C32H51IrN4OP2S", "method": "wB97M-V/def2-TZVPD", "multiplicity": 6, "orbital_gap_ev": [5.30, 5.65], "lumo_ha": [-0.2986, -0.4271], "total_charge": 3, "relative_energy_ev": 1.474, "symbols": ["C", "C", "C", "C", "C", "H", "H", "H", "N", "P", "P", "C", "H", "H", "C", "H", "C", "C", "C", "C", "C", "H", "H", "H", "C", "H", "H", "H", "C", "H", "H", "H", "C", "H", "H", "H", "C", "H", "H", "H", "C", "H", "H", "H", "C", "H", "H", "H", "C", "H", "H", "H", "C", "H", "H", "H", "C", "H", "H", "H", "C", "H", "H", "H", "C", "H", "H", "H", "Ir", "C", "O", "N", "C", "C", "C", "C", "C", "H", "C", "H", "C", "H", "H", "H", "N", "C", "N", "S", "H", "H", "H", "H"], "coordinates": [[1.991, -1.893, -0.900], [1.583, 0.212, -1.903], [2.828, -2.269, -1.955], [2.383, -0.107, -3.002], [3.025, -1.359, -3.002], [3.269, -3.279, -1.908], [2.481, 0.625, -3.820], [3.660, -1.637, -3.846], [1.507, -0.624, -0.839], [-0.141, -2.399, 0.868], [0.651, 2.159, -0.051], [1.574, -2.822, 0.228], [1.614, -3.881, -0.073], [2.257, -2.671, 1.088], [0.678, 1.416, -1.815], [0.896, 2.168, -2.578], [-0.668, 3.579, -0.160], [2.359, 2.904, 0.245], [-1.361, -3.191, -0.415], [-0.265, -3.377, 2.518], [-1.966, 3.126, 0.540], [-1.869, 3.153, 1.634], [-2.771, 3.820, 0.253], [-2.269, 2.115, 0.232], [-0.188, 4.846, 0.565], [-0.058, 4.673, 1.642], [0.739, 5.243, 0.134], [-0.967, 5.618, 0.443], [-1.002, 3.948, -1.624], [-1.429, 4.966, -1.631], [-0.129, 3.961, -2.292], [-1.761, 3.269, -2.038], [2.377, 3.501, 1.687], [1.565, 3.126, 2.333], [3.319, 3.231, 2.190], [2.318, 4.599, 1.662], [3.410, 1.777, 0.171], [3.087, 0.875, 0.689], [3.652, 1.512, -0.865], [4.324, 2.106, 0.690], [2.698, 3.963, -0.838], [1.940, 4.112, -1.623], [2.902, 4.935, -0.361], [3.622, 3.659, -1.358], [-1.675, -3.136, 3.109], [-1.613, -3.123, 4.208], [-2.118, -2.176, 2.803], [-2.381, -3.938, 2.849], [0.787, -2.825, 3.500], [1.791, -2.864, 3.063], [0.531, -1.799, 3.839], [0.834, -3.539, 4.339], [0.001, -4.900, 2.329], [0.611, -5.247, 3.178], [-0.934, -5.489, 2.353], [0.575, -5.162, 1.424], [-1.175, -2.513, -1.802], [-1.074, -3.283, -2.588], [-2.040, -1.873, -2.029], [-0.286, -1.869, -1.852], [-2.800, -2.936, 0.084], [-2.917, -1.894, 0.424], [-3.488, -3.096, -0.762], [-3.106, -3.622, 0.889], [-1.143, -4.707, -0.613], [-0.122, -4.940, -0.953], [-1.369, -5.317, 0.272], [-1.833, -5.043, -1.409], [0.075, -0.009, 0.770], [1.315, 0.038, 2.128], [2.291, 0.038, 2.784], [-1.288, 0.316, -0.831], [-0.798, 0.854, -1.879], [-1.533, 0.988, -3.212], [-2.937, 0.955, -3.179], [-0.887, 1.122, -4.459], [-3.693, 1.083, -4.355], [-3.416, 0.823, -2.205], [-1.639, 1.237, -5.642], [0.207, 1.124, -4.507], [-3.039, 1.222, -5.590], [-4.785, 1.078, -4.294], [-1.127, 1.339, -6.607], [-3.625, 1.317, -6.504], [-1.110, -0.466, 5.304], [-0.237, 0.227, 4.564], [0.793, 0.816, 5.191], [-0.867, 0.703, 2.922], [-1.156, -0.454, 6.322], [-1.882, -0.868, 4.793], [1.564, 1.268, 4.699], [0.856, 0.858, 6.218]]}


(4)
{"formula": "C32H51N2O2P2Sr", "method": "wB97M-V/def2-TZVPD", "orbital_gap_ev": 5.35, "lumo_ha": -0.1166, "total_charge": 1, "relative_energy_ev": 2.482, "symbols": ["C", "C", "C", "C", "C", "H", "H", "H", "N", "P", "P", "C", "H", "H", "C", "O", "C", "H", "C", "C", "C", "C", "C", "H", "H", "H", "C", "H", "H", "H", "C", "H", "H", "H", "C", "H", "H", "H", "C", "H", "H", "H", "C", "H", "H", "H", "C", "H", "H", "H", "C", "H", "H", "H", "C", "H", "H", "H", "C", "H", "H", "H", "C", "H", "H", "H", "C", "H", "H", "H", "Sr", "N", "C", "C", "C", "C", "C", "H", "C", "H", "C", "H", "H", "H", "C", "O", "H", "H", "H", "H"], "coordinates": [[-1.305, -1.537, -1.572], [0.640, -2.599, -0.809], [-1.559, -2.558, -2.469], [0.397, -3.670, -1.632], [-0.712, -3.640, -2.477], [-2.443, -2.480, -3.115], [1.086, -4.515, -1.640], [-0.895, -4.482, -3.144], [-0.255, -1.611, -0.792], [-2.561, 0.133, 0.350], [2.506, -0.956, 0.641], [-2.280, -0.322, -1.424], [-1.865, 0.547, -1.964], [-3.247, -0.556, -1.886], [0.430, 1.701, 2.023], [0.664, 2.653, 2.670], [1.899, -2.460, -0.017], [2.609, -3.283, -0.142], [3.480, -0.075, -0.710], [3.401, -1.225, 2.211], [-3.283, 1.821, 0.477], [-3.494, -1.294, 1.057], [3.540, 1.457, -0.423], [4.206, 1.688, 0.414], [3.941, 1.960, -1.316], [2.564, 1.885, -0.206], [4.893, -0.642, -0.767], [5.507, -0.398, 0.102], [4.888, -1.722, -0.920], [5.397, -0.193, -1.645], [2.792, -0.369, -2.048], [3.191, 0.303, -2.813], [2.988, -1.404, -2.350], [1.712, -0.247, -2.016], [4.101, 0.092, 2.623], [3.392, 0.927, 2.710], [4.557, -0.061, 3.611], [4.895, 0.373, 1.932], [2.443, -1.629, 3.343], [1.817, -0.796, 3.682], [1.796, -2.466, 3.052], [3.043, -1.953, 4.203], [4.374, -2.360, 1.986], [5.103, -2.167, 1.196], [4.942, -2.512, 2.919], [3.856, -3.293, 1.762], [-3.893, -0.949, 2.510], [-4.372, -1.831, 2.957], [-3.030, -0.696, 3.141], [-4.612, -0.126, 2.552], [-2.686, -2.614, 1.050], [-2.518, -2.978, 0.033], [-1.703, -2.540, 1.555], [-3.272, -3.368, 1.589], [-4.731, -1.533, 0.211], [-5.293, -2.367, 0.667], [-5.412, -0.679, 0.171], [-4.486, -1.836, -0.808], [-2.495, 2.803, -0.404], [-2.515, 2.532, -1.462], [-2.956, 3.794, -0.301], [-1.452, 2.890, -0.079], [-3.168, 2.310, 1.942], [-2.116, 2.326, 2.282], [-3.547, 3.340, 1.988], [-3.748, 1.704, 2.642], [-4.738, 1.773, 0.033], [-4.859, 1.362, -0.973], [-5.380, 1.224, 0.729], [-5.122, 2.812, 0.007], [-0.002, -0.151, 0.891], [0.316, 1.340, -0.924], [0.430, 1.999, -1.925], [0.577, 2.681, -3.021], [0.387, 4.079, -3.029], [0.930, 2.024, -4.216], [0.548, 4.801, -4.215], [0.114, 4.593, -2.097], [1.088, 2.753, -5.399], [1.082, 0.934, -4.209], [0.898, 4.137, -5.397], [0.401, 5.884, -4.214], [1.363, 2.233, -6.320], [1.024, 4.705, -6.323], [-0.795, -0.577, 4.188], [-0.436, -1.383, 2.954], [-1.152, 0.387, 3.847], [0.097, -0.461, 4.803], [-1.559, -1.120, 4.708], [-0.357, -2.280, 3.198]]}


(5)
{"formula": "C32H52BaNP2S3", "method": "wB97M-V/def2-TZVPD", "orbital_gap_ev": 6.52, "lumo_ha": -0.0900, "total_charge": 1, "relative_energy_ev": 0.021, "symbols": ["Ba", "C", "C", "C", "P", "C", "C", "C", "C", "C", "C", "C", "C", "C", "C", "N", "C", "C", "C", "C", "C", "C", "C", "P", "C", "C", "C", "C", "C", "C", "H", "H", "H", "H", "H", "H", "H", "H", "H", "H", "H", "H", "H", "H", "H", "H", "H", "H", "H", "H", "H", "H", "H", "H", "H", "H", "H", "H", "H", "H", "H", "H", "H", "H", "H", "H", "H", "H", "H", "H", "C", "C", "S", "C", "C", "S", "C", "C", "S", "H", "H", "H", "H", "H", "H", "H", "H", "H", "H", "H", "H"], "coordinates": [[-0.549, 0.965, -0.595], [4.050, -1.802, -0.693], [3.261, -1.165, 0.452], [4.058, -1.138, 1.755], [2.547, 0.452, -0.103], [3.941, 1.483, -0.766], [3.391, 2.830, -1.246], [5.233, 1.633, 0.041], [1.945, 1.227, 1.451], [2.499, 2.354, 2.077], [2.025, 2.836, 3.283], [2.653, 4.028, 3.954], [0.949, 2.169, 3.881], [0.363, 1.079, 3.276], [0.837, 0.584, 2.047], [0.171, -0.429, 1.350], [0.099, -1.710, 1.848], [0.831, -2.171, 2.952], [0.810, -3.508, 3.317], [0.072, -4.452, 2.612], [0.068, -5.908, 2.994], [-0.686, -3.990, 1.540], [-0.709, -2.653, 1.165], [-1.803, -1.980, -0.123], [-3.363, -1.540, 0.816], [-3.356, -0.052, 1.178], [-3.621, -2.378, 2.065], [-2.297, -3.395, -1.223], [-2.693, -2.821, -2.588], [-3.400, -4.331, -0.729], [4.307, -2.831, -0.440], [4.984, -1.268, -0.881], [3.475, -1.819, -1.622], [2.365, -1.768, 0.622], [5.014, -0.629, 1.641], [4.263, -2.164, 2.069], [3.506, -0.651, 2.559], [4.195, 0.915, -1.669], [3.088, 3.474, -0.420], [2.525, 2.689, -1.902], [4.150, 3.366, -1.818], [5.069, 1.976, 1.061], [5.893, 2.351, -0.451], [5.770, 0.688, 0.096], [3.340, 2.861, 1.624], [3.429, 4.470, 3.330], [3.107, 3.742, 4.904], [1.909, 4.796, 4.168], [0.564, 2.523, 4.831], [-0.479, 0.579, 3.741], [1.445, -1.477, 3.512], [1.401, -3.826, 4.169], [0.758, -6.097, 3.816], [0.367, -6.540, 2.156], [-0.924, -6.233, 3.313], [-1.279, -4.712, 0.990], [-4.171, -1.704, 0.093], [-2.485, 0.191, 1.795], [-4.247, 0.216, 1.748], [-3.363, 0.582, 0.283], [-2.837, -2.214, 2.805], [-3.652, -3.444, 1.851], [-4.577, -2.095, 2.511], [-1.372, -3.969, -1.343], [-3.599, -2.213, -2.499], [-2.909, -3.626, -3.292], [-1.907, -2.194, -3.012], [-4.340, -3.796, -0.583], [-3.154, -4.835, 0.203], [-3.583, -5.101, -1.481], [-0.553, 3.269, -5.157], [-1.327, 1.963, -5.289], [-1.571, 1.048, -3.738], [-3.347, 1.175, -3.412], [-3.848, 2.532, -2.937], [-3.096, 3.060, -1.365], [-2.271, 4.629, -1.754], [-1.043, 4.577, -2.658], [-1.461, 4.654, -4.432], [-0.283, 3.610, -6.158], [0.382, 3.123, -4.614], [-0.788, 1.288, -5.955], [-2.311, 2.140, -5.722], [-3.539, 0.405, -2.659], [-3.881, 0.868, -4.313], [-4.926, 2.480, -2.783], [-3.643, 3.304, -3.676], [-1.984, 5.007, -0.770], [-3.015, 5.321, -2.149], [-0.453, 3.677, -2.483], [-0.414, 5.440, -2.440]]}